DFT (ωB97M-V with the def2-TZVPD basis set) results for a gas-phase ion, C22H31N2O2 (charge +1).

Each line ends with the Löwdin charge.
CARTESIAN COORDINATES (ANGSTROEM)
C 0.717 3.150 -0.141  -0.06
C 1.731 2.445 0.764  -0.38
C 2.495 3.470 1.608  -0.04
C 2.711 1.615 -0.035  -0.15
C 3.433 2.191 -1.071  -0.02
C 4.358 1.455 -1.786  -0.04
C 4.579 0.126 -1.479  -0.02
C 3.877 -0.493 -0.452  -0.14
C 4.144 -1.939 -0.106  -0.38
C 4.005 -2.843 -1.334  -0.06
C 5.540 -2.075 0.507  -0.05
C 2.949 0.269 0.260  -0.14
N 2.237 -0.342 1.346  0.14
C 1.027 -0.857 1.260  -0.44
O 0.382 -1.347 2.178  0.07
C 0.348 -0.850 -0.131  0.00
N -1.011 -1.334 0.136  0.03
C -2.104 -0.349 0.014  -0.08
C -3.417 -1.117 0.209  -0.31
O -3.311 -2.229 -0.676  -0.02
C -4.671 -0.306 -0.041  -0.18
C -5.892 -0.939 0.176  -0.04
C -7.083 -0.276 -0.055  -0.06
C -7.067 1.035 -0.501  -0.06
C -5.858 1.673 -0.710  -0.06
C -4.663 1.009 -0.485  -0.03
H 0.246 2.452 -0.832  0.07
H 1.195 3.929 -0.727  0.08
H -0.058 3.615 0.464  0.08
H 1.180 1.794 1.451  0.12
H 3.197 2.972 2.273  0.09
H 3.054 4.151 0.972  0.08
H 1.801 4.050 2.210  0.08
H 3.279 3.230 -1.315  0.12
H 4.915 1.921 -2.583  0.11
H 5.310 -0.435 -2.037  0.12
H 3.414 -2.271 0.640  0.13
H 4.795 -2.649 -2.054  0.08
H 4.075 -3.885 -1.034  0.08
H 3.048 -2.689 -1.829  0.07
H 5.635 -1.448 1.391  0.08
H 6.304 -1.776 -0.206  0.08
H 5.723 -3.107 0.794  0.08
H 2.689 -0.363 2.253  0.19
H 0.896 -1.511 -0.804  0.15
H 0.348 0.155 -0.551  0.13
H -0.901 -1.635 1.169  0.16
H -1.307 -2.142 -0.427  0.17
H -2.079 0.069 -0.994  0.14
H -1.988 0.438 0.758  0.15
H -3.452 -1.498 1.245  0.16
H -4.193 -2.537 -0.912  0.11
H -5.911 -1.957 0.542  0.12
H -8.020 -0.781 0.119  0.11
H -7.994 1.557 -0.680  0.11
H -5.839 2.696 -1.053  0.11
H -3.737 1.536 -0.653  0.10

Its total energy is -1116.723537 a.u. As for the HOMO energy: -11.888 eV. The lowest unoccupied orbital energy comes out at -2.261 eV. The total charge is +1. The HOMO-LUMO gap comes out at 9.627 eV. The calculation puts the max |F| at 0.8 eV/Å. The energy above the lowest of the compared OMol25 structures with the same formula, charge and spin is 0.00 kJ/mol. As for the SMILES: CC(C)c1cccc(C(C)C)c1NC(=O)C[NH2+]C[C@H](O)c1ccccc1.

DFT (ωB97M-V with the def2-TZVPD basis set) results for a molecular structure, C3H3ClNO5PdS.

Each line ends with the Löwdin spin population.
CARTESIAN COORDINATES (ANGSTROEM)
Pd 0.202 0.806 -0.630  1.56
O -2.751 -0.273 1.375  0.02
Cl -2.428 0.048 0.033  0.00
O -3.515 -0.075 -0.851  0.01
O -1.284 -0.803 -0.426  0.13
O -1.847 1.416 -0.030  0.07
S 2.971 -0.406 -0.670  1.00
C 1.905 0.279 -1.750  0.70
C 0.567 -0.521 2.079  0.11
O 0.852 0.620 1.355  0.89
H 1.236 -0.586 2.939  0.02
H 0.563 -1.418 1.459  0.02
H -0.462 -0.376 2.459  0.06
N 2.000 0.759 -4.242  0.28
C 1.992 0.532 -3.100  0.13

Its total energy is -1532.804881 a.u. Its spin multiplicity is 6. As for the HOMO energy (alpha / beta): -7.947 / -10.487 eV. Its expectation value of S² is 8.7813. The lowest unoccupied orbital energy (alpha / beta) comes out at 0.060 / -4.014 eV. The total charge is 0. The HOMO-LUMO gap (alpha / beta) comes out at 8.007 / 6.473 eV. The calculation puts the max |F| at 0.1 eV/Å. The energy above the lowest of the compared OMol25 structures with the same formula, charge and spin is 0.00 kJ/mol.

DFT (ωB97M-V with the def2-TZVPD basis set) results for a molecular structure, C5H10N2O at a distorted geometry.

Each line ends with the Löwdin charge.
CARTESIAN COORDINATES (ANGSTROEM)
C 0.472 -2.504 -0.867  -0.07
C 1.127 -1.465 -0.451  -0.08
C 0.568 -0.021 0.679  -0.16
C -0.703 0.467 -0.030  -0.34
C -1.767 1.142 0.859  -0.03
N 1.620 0.979 0.426  -0.01
N -0.115 1.347 -1.033  -0.01
O 0.950 1.964 -0.442  -0.14
H 0.864 -3.122 -1.711  0.07
H -0.549 -2.763 -0.556  0.06
H 2.029 -1.114 -0.867  0.05
H 0.554 -0.492 1.592  0.09
H -1.141 -0.462 -0.396  0.12
H -1.424 2.119 1.196  0.08
H -2.085 0.576 1.753  0.09
H -2.597 1.143 0.254  0.04
H 2.017 1.415 1.355  0.16
H 0.180 0.790 -1.762  0.08

Its total energy is -381.051898 a.u. As for the HOMO energy: -8.516 eV. The lowest unoccupied orbital energy comes out at 0.967 eV. The total charge is 0. The HOMO-LUMO gap comes out at 9.484 eV. The calculation puts the max |F| at 5.6 eV/Å. The energy above the lowest of the compared OMol25 structures with the same formula, charge and spin is 613.16 kJ/mol.

DFT (ωB97M-V with the def2-TZVPD basis set) results for C27H46BrClNO5PS in the gas phase at a distorted geometry.

Each line ends with the Löwdin charge.
CARTESIAN COORDINATES (ANGSTROEM)
C 8.740 -0.275 1.637  -0.12
C 8.226 0.108 0.185  -0.24
C 7.239 1.378 0.244  -0.21
C 5.843 0.915 -0.328  -0.24
C 4.750 2.080 -0.343  -0.20
C 3.426 1.452 -0.963  -0.23
C 2.490 2.511 -1.683  -0.20
C 0.960 2.261 -1.286  -0.20
C 0.416 0.971 -2.058  -0.18
C -1.141 0.760 -1.924  -0.10
C -1.609 -0.284 -0.791  -0.37
C -0.536 -0.584 0.317  -0.13
N 0.426 -1.687 -0.037  -0.12
C 1.767 -1.459 0.550  -0.13
C -1.778 -1.646 -1.623  -0.04
C -2.378 -2.813 -0.787  -0.32
O -2.652 -2.770 0.396  0.09
C -2.724 -4.172 -1.513  -0.13
C -4.168 -4.468 -1.603  -0.03
C -4.690 -5.697 -2.199  -0.06
C -3.682 -6.653 -2.709  -0.08
C -2.251 -6.350 -2.637  -0.08
C -1.730 -5.104 -2.029  -0.02
O -2.932 0.057 -0.396  -0.09
C -3.133 0.927 0.681  -0.43
C -2.205 2.199 0.823  -0.14
C -2.155 2.847 2.262  -0.25
C -1.666 4.360 2.049  -0.53
Cl -2.172 5.263 3.570  0.49
C -3.315 0.168 2.078  -0.19
O -4.337 0.745 2.895  -0.30
C -4.819 -0.146 3.856  -0.57
Br -3.545 -0.275 5.397  0.58
P -4.876 1.657 0.344  0.37
O -4.742 2.222 -1.243  -0.24
O -5.180 3.000 1.267  -0.21
S -6.286 0.328 0.330  0.29
H 8.220 -1.196 2.025  0.07
H 9.856 -0.417 1.605  0.07
H 8.524 0.555 2.370  0.06
H 7.638 -0.744 -0.255  0.09
H 9.057 0.362 -0.523  0.10
H 7.094 1.711 1.306  0.10
H 7.603 2.215 -0.407  0.11
H 5.915 0.564 -1.397  0.11
H 5.421 0.083 0.312  0.12
H 5.104 2.971 -0.921  0.11
H 4.479 2.361 0.718  0.12
H 2.834 1.063 -0.082  0.08
H 3.648 0.568 -1.631  0.11
H 2.616 2.414 -2.800  0.11
H 2.801 3.554 -1.414  0.10
H 0.957 2.138 -0.172  0.09
H 0.389 3.175 -1.623  0.12
H 1.052 0.079 -1.827  0.10
H 0.612 1.207 -3.148  0.12
H -1.630 1.763 -1.804  0.11
H -1.501 0.367 -2.921  0.12
H 0.123 0.300 0.567  0.10
H -0.965 -0.905 1.314  0.13
H 0.030 -2.546 0.350  0.09
H 2.173 -2.476 0.832  0.09
H 1.775 -0.808 1.463  0.09
H 2.443 -1.091 -0.270  0.06
H -2.566 -1.387 -2.397  0.15
H -0.863 -1.906 -2.209  0.13
H -4.927 -3.743 -1.206  0.12
H -5.787 -5.915 -2.231  0.10
H -4.061 -7.610 -3.141  0.09
H -1.520 -7.098 -3.022  0.09
H -0.636 -4.897 -1.952  0.11
H -1.145 2.058 0.487  0.09
H -2.630 2.993 0.134  0.11
H -3.139 2.929 2.779  0.08
H -1.357 2.381 2.908  0.12
H -2.309 4.785 1.235  0.07
H -0.572 4.439 1.847  0.08
H -3.569 -0.919 1.929  0.13
H -2.309 0.169 2.600  0.11
H -4.957 -1.197 3.491  0.09
H -5.818 0.184 4.253  0.10
H -5.586 2.646 -1.490  0.07
H -6.100 2.993 1.589  0.08

Its total energy is -5261.016327 a.u. As for the HOMO energy: -8.741 eV. The lowest unoccupied orbital energy comes out at 0.450 eV. The total charge is 0. The HOMO-LUMO gap comes out at 9.190 eV. The calculation puts the max |F| at 3.3 eV/Å. As for the SMILES: CCCCCCCCCC[C@](CNC)(CC(=O)c1ccccc1)O[C@](CCCCl)(COCBr)P(O)(O)=S.

- Number 4 is which compound?
  C27H46BrClNO5PS

- Which value of max |F| does entry 3 give?
  5.6 eV/Å

- Look up the total charge of the first one.
  +1